Record 1
ORCA calculation (wB97M-V/def2-TZVPD) on an isolated ion of composition C20H24N3O4 and charge +1.

```
51
Properties=species:S:1:pos:R:3
C -3.877 -3.102 -4.173
H -3.181 -3.778 -4.666
H -4.109 -3.484 -3.173
H -4.797 -3.045 -4.758
O -3.235 -1.841 -4.120
C -3.996 -0.806 -3.530
C -3.659 -0.734 -2.032
N -2.182 -0.807 -1.944
C -1.537 0.475 -2.044
N -2.099 1.542 -2.508
C -1.156 2.535 -2.368
C -1.222 3.881 -2.704
C -0.111 4.653 -2.442
C 1.038 4.111 -1.860
C 1.122 2.776 -1.520
C 0.010 1.992 -1.781
N -0.261 0.650 -1.583
C 0.633 -0.342 -1.032
H 1.609 0.121 -0.913
C 0.104 -0.919 0.285
O -1.026 -1.431 0.271
C 0.903 -0.885 1.479
C 2.134 -0.222 1.594
C 2.864 -0.209 2.771
C 2.355 -0.903 3.905
C 1.125 -1.559 3.786
C 0.412 -1.552 2.614
H -0.533 -2.067 2.549
H 0.722 -2.087 4.635
O 3.080 -0.892 5.033
C 2.612 -1.563 6.186
H 3.377 -1.400 6.943
H 2.502 -2.636 6.007
H 1.664 -1.145 6.534
O 4.015 0.488 2.691
C 4.894 0.649 3.790
H 5.295 -0.307 4.130
H 5.705 1.266 3.407
H 4.409 1.162 4.622
H 2.574 0.328 0.780
H 0.740 -1.179 -1.736
H 2.017 2.375 -1.070
H 1.883 4.755 -1.672
H -0.123 5.703 -2.689
H -2.112 4.290 -3.152
H -1.938 -1.417 -2.755
H -1.806 -1.233 -1.004
H -4.016 0.199 -1.599
H -4.078 -1.583 -1.490
H -5.067 -0.949 -3.687
H -3.681 0.125 -4.008
```

Max |F| (eV Å⁻¹): 0.8
2S+1: 1
LUMO (hartree): -0.123
Energy relative to the best compared isomer or geometry (same formula, charge and spin) (eV): 0.000
SMILES: COCC[NH2+]c1nc2ccccc2n1CC(=O)c1ccc(OC)c(OC)c1
Orbital gap (Ha): 0.28321
Total energy (Ha): -1241.4963
Net charge: +1
E_HOMO (eV): -11.0550

Atomic partial charges in e from the natural (NBO) method, atoms 1 to 2: C -0.256; H 0.210

Record 2
ORCA calculation (wB97M-V/def2-TZVPD) on a 2-piece molecular cluster, C6H14O overall.

```
21
Properties=species:S:1:pos:R:3
C 0.299 -2.312 -0.245
C 0.968 -1.609 -1.499
C 1.678 -0.284 -1.236
C 0.894 0.657 -0.343
C -0.268 1.190 -0.688
C -1.033 2.182 0.114
H 0.821 -3.189 0.101
H -0.753 -2.461 -0.478
H 0.257 -1.525 0.512
H 0.114 -1.469 -2.167
H 1.562 -2.362 -1.987
H 1.919 0.182 -2.187
H 2.625 -0.492 -0.734
H 1.330 0.846 0.633
H -0.644 0.935 -1.678
H -1.071 3.213 -0.234
H -0.623 2.226 1.099
H -2.078 1.891 0.265
H -2.168 0.054 3.772
H -2.116 1.424 3.145
O -1.712 0.901 3.834
```

Max |F| (eV Å⁻¹): 2.2
2S+1: 1
LUMO (hartree): 0.030
Energy relative to the best compared isomer or geometry (same formula, charge and spin) (eV): 1.308
SMILES: C/C=C/CCC.O
Orbital gap (Ha): 0.37235
Total energy (Ha): -312.2070
Net charge: 0
E_HOMO (eV): -9.3039

Atomic partial charges in e from the natural (NBO) method, atoms 1 to 2: C -0.620; C -0.387

Record 3
ORCA calculation (wB97M-V/def2-TZVPD) on C9H52O29S3Tl as an isolated structure.

```
94
Properties=species:S:1:pos:R:3
Tl 0.687 -1.636 2.184
S -1.410 0.996 1.798
O -0.374 0.889 0.713
O -2.778 0.946 1.149
O -1.412 -0.173 2.695
O -1.199 2.177 2.635
S 3.215 -5.061 2.863
O 3.036 -4.106 1.502
O 2.964 -4.323 4.091
O 1.990 -5.808 2.440
O 4.614 -5.613 2.713
S 3.845 -1.730 1.093
O 2.782 -1.657 0.138
O 4.206 -3.394 1.282
O 5.189 -1.428 0.560
O 3.576 -1.166 2.400
C 4.797 4.575 0.321
C 4.347 4.280 -1.124
C 3.542 3.013 -1.287
O 3.731 5.433 -1.664
H 5.622 5.248 0.286
H 5.072 3.641 0.833
H 3.970 4.859 0.962
H 5.259 4.118 -1.737
H 2.716 3.096 -0.570
H 4.030 2.094 -1.040
H 3.111 2.950 -2.264
H 2.900 5.459 -1.166
C 1.107 -1.241 -4.646
C -0.081 -1.583 -3.673
C 0.285 -1.806 -2.205
O -1.120 -0.565 -3.939
H 1.858 -2.056 -4.535
H 1.541 -0.306 -4.319
H 0.669 -1.227 -5.645
H -0.484 -2.496 -4.037
H 1.102 -2.514 -2.196
H -0.569 -2.204 -1.677
H 0.651 -0.895 -1.707
H -1.068 0.003 -3.146
C -5.035 -3.062 -0.540
C -5.185 -1.599 -0.841
C -5.863 -1.321 -2.231
O -6.134 -0.968 0.043
H -4.454 -3.655 -1.348
H -6.053 -3.516 -0.339
H -4.450 -3.198 0.395
H -4.219 -1.155 -0.860
H -6.938 -1.656 -2.274
H -5.203 -1.800 -2.935
H -5.951 -0.266 -2.378
H -5.594 -0.811 0.818
O -2.376 5.708 -5.232
H -2.124 4.783 -5.427
H -2.527 5.594 -4.307
O 6.124 -4.934 -0.591
H 6.158 -4.817 0.357
H 5.383 -4.340 -0.868
O -4.346 -0.782 2.234
H -3.624 -0.091 2.069
H -3.966 -1.489 2.715
O 1.010 3.467 1.223
H 0.412 3.067 1.923
H 0.866 2.948 0.470
O 1.769 -10.559 3.854
H 2.033 -9.594 3.827
H 0.860 -10.297 3.846
O -0.761 2.683 6.326
H -1.513 3.214 6.065
H -0.753 2.042 5.638
O -1.268 2.515 -4.753
H -1.579 1.760 -5.147
H -1.243 2.307 -3.783
O -4.461 2.045 -0.573
H -4.892 1.209 -0.891
H -3.807 1.788 0.079
O 1.511 -7.681 4.419
H 1.283 -6.895 3.834
H 2.244 -7.207 4.913
O 6.285 0.703 -1.068
H 5.779 0.394 -1.866
H 5.829 0.127 -0.485
O 0.112 6.165 0.842
H 0.264 5.223 0.926
H -0.656 6.307 1.341
O -3.471 4.078 1.179
H -2.844 3.395 1.404
H -3.839 3.839 0.343
O -1.574 1.809 -1.983
H -2.525 1.890 -1.886
H -1.189 1.703 -1.091
O -3.021 3.679 4.463
H -3.942 3.450 4.108
H -2.455 3.011 3.963
```

Max |F| (eV Å⁻¹): 4.1
2S+1: 1
LUMO (hartree): 0.197
Orbital gap (Ha): 0.32390
Total energy (Ha): -3923.2447
Net charge: -3
E_HOMO (eV): -3.4590

Atomic partial charges in e from the Löwdin method, atoms 1 to 2: Tl 1.160; S 0.279

Record 4
ORCA calculation (wB97M-V/def2-TZVPD) on C7H13N2 as an isolated structure.

```
22
Properties=species:S:1:pos:R:3
C -3.086 0.917 -0.262
C -2.639 0.226 0.820
C 0.785 0.295 0.948
C -2.057 0.262 -1.016
C 1.358 1.163 -0.019
C -0.330 -0.859 0.608
C 0.271 -1.820 -0.455
N -1.504 -0.334 0.064
N 2.782 0.967 -0.369
H -3.830 1.703 -0.391
H -2.925 0.139 1.799
H 1.707 -0.184 1.420
H 0.335 0.938 1.759
H -1.890 -0.043 -2.117
H 0.723 1.672 -0.662
H -0.607 -1.518 1.455
H 0.069 -1.351 -1.399
H -0.285 -2.861 -0.510
H 1.443 -2.022 -0.399
H 3.024 0.080 -0.925
H 3.423 0.848 0.565
H 3.230 1.784 -0.912
```

Max |F| (eV Å⁻¹): 4.5
2S+1: 1
LUMO (alpha / beta) (hartree): -0.181 / -0.142
Energy relative to the best compared isomer or geometry (same formula, charge and spin) (eV): 7.868
Orbital gap (alpha / beta) (Ha): 0.20198 / 0.26755
Total energy (Ha): -383.5280
Net charge: +1
E_HOMO (alpha / beta) (eV): -10.4316 / -11.1534

Atomic partial charges in e from the natural (NBO) method, atoms 1 to 2: C -0.351; C 0.009

Record 5
ORCA calculation (wB97M-V/def2-TZVPD) on one molecule with the formula C4H8O.

```
13
Properties=species:S:1:pos:R:3
C 1.567 -0.236 -0.817
C 0.506 0.544 -0.034
C -0.859 -0.021 -0.079
C -1.490 -0.570 1.110
O -1.786 0.747 0.659
H 2.568 -0.381 -0.390
H 1.261 -1.049 -1.488
H 1.413 0.775 -1.274
H 0.367 1.623 -0.596
H 0.867 0.835 0.944
H -1.195 -0.346 -1.071
H -2.305 -1.280 1.005
H -0.912 -0.639 2.030
```

Max |F| (eV Å⁻¹): 4.3
2S+1: 1
LUMO (hartree): 0.041
Energy relative to the best compared isomer or geometry (same formula, charge and spin) (eV): 3.357
SMILES: CC[C@H]1CO1
Orbital gap (Ha): 0.39579
Total energy (Ha): -232.3223
Net charge: 0
E_HOMO (eV): -9.6574

Atomic partial charges in e from the natural (NBO) method, atoms 1 to 2: C -0.708; C -0.388

Record 6
ORCA calculation (wB97M-V/def2-TZVPD) on one molecule with the formula C3H7IN2.

```
13
Properties=species:S:1:pos:R:3
C 0.918 -0.659 0.147
C 0.945 0.437 -1.327
C -1.284 -0.300 1.340
N -0.245 0.971 -0.700
N -0.152 0.369 0.602
I 0.587 -0.589 -3.149
H 0.415 -1.484 -0.171
H 1.846 -0.633 0.794
H 1.749 1.117 -1.487
H -0.692 -0.708 2.136
H -1.986 0.561 1.675
H -1.761 -1.070 0.773
H -0.341 1.989 -0.634
```

Max |F| (eV Å⁻¹): 6.7
2S+1: 1
LUMO (hartree): 0.024
Energy relative to the best compared isomer or geometry (same formula, charge and spin) (eV): 3.632
SMILES: CN1C[C@@H](I)N1
Orbital gap (Ha): 0.31344
Total energy (Ha): -525.5777
Net charge: 0
E_HOMO (eV): -7.8675

Atomic partial charges in e from the natural (NBO) method, atoms 1 to 2: C -0.206; C -0.170